Record 1
C28H53F12N3O3 | wB97M-V/def2-TZVPD

Output
relative energy (zero: lowest compared OMol25 entry of this formula, charge and spin): 0.0 kcal per mole
structure (SMILES): O=C(OCCC(F)(F)F)OCCC(F)(F)C(F)(F)C(F)(F)C(F)(F)F.CCN(CC)CC.CCN(CC)CC.CCN(CC)CC
orbital gap: 8.60 eV
HOMO level: -7.9564 eV

Each line ends with the Löwdin charge.
Element x y z (Å)
1 O -0.969 1.089 -6.501  0.20
2 C -1.222 0.085 -7.043  -0.61
3 O -0.772 -0.154 -8.318  0.02
4 C 0.393 -1.013 -8.262  -0.12
5 C -0.004 -2.502 -8.378  -0.02
6 C 0.984 -3.475 -7.743  -0.66
7 F 0.334 -4.320 -6.932  0.13
8 F 1.939 -2.900 -7.022  0.15
9 F 1.584 -4.227 -8.654  0.15
10 O -1.988 -0.901 -6.561  0.05
11 C -1.926 -1.032 -5.134  -0.12
12 C -0.693 -1.839 -4.665  -0.01
13 C -0.494 -1.684 -3.153  -0.45
14 F -0.286 -2.932 -2.663  0.12
15 F -1.588 -1.255 -2.537  0.16
16 C 0.760 -0.866 -2.726  -0.39
17 F 0.591 -0.552 -1.430  0.15
18 F 1.815 -1.641 -2.804  0.19
19 C 0.963 0.467 -3.460  -0.38
20 F 1.486 0.308 -4.660  0.18
21 F -0.167 1.131 -3.564  0.19
22 C 1.976 1.427 -2.679  -0.60
23 F 2.889 0.773 -2.019  0.21
24 F 1.368 2.298 -1.930  0.21
25 F 2.606 2.133 -3.604  0.18
26 H 0.944 -0.780 -7.347  0.12
27 H 0.989 -0.760 -9.138  0.14
28 H -0.993 -2.697 -7.966  0.13
29 H -0.061 -2.749 -9.440  0.13
30 H -2.810 -1.602 -4.849  0.14
31 H -2.036 -0.075 -4.626  0.12
32 H 0.210 -1.644 -5.243  0.12
33 H -0.938 -2.891 -4.828  0.13
34 C 1.946 -5.465 3.064  -0.09
35 C 2.375 -4.551 1.926  -0.28
36 N 1.629 -3.308 1.875  -0.19
37 C 1.821 -2.568 0.638  -0.25
38 C 3.226 -2.035 0.335  -0.07
39 C 1.639 -2.512 3.092  -0.24
40 C 2.998 -2.071 3.647  -0.07
41 H 0.871 -5.653 3.031  0.08
42 H 2.459 -6.425 2.981  0.07
43 H 2.196 -5.048 4.042  0.06
44 H 2.209 -5.090 0.989  0.12
45 H 3.460 -4.381 1.998  0.10
46 H 1.112 -1.738 0.608  0.10
47 H 1.522 -3.222 -0.189  0.11
48 H 3.474 -1.172 0.953  0.06
49 H 3.276 -1.704 -0.704  0.05
50 H 3.996 -2.795 0.470  0.07
51 H 1.125 -3.080 3.873  0.09
52 H 1.014 -1.627 2.949  0.12
53 H 3.728 -2.882 3.656  0.07
54 H 2.876 -1.732 4.679  0.06
55 H 3.415 -1.234 3.089  0.06
56 C -1.901 -2.982 5.389  -0.09
57 C -0.855 -2.707 6.460  -0.28
58 N -0.506 -1.304 6.585  -0.20
59 C 0.687 -1.076 7.385  -0.25
60 C 0.644 -1.458 8.867  -0.09
61 C -1.612 -0.394 6.831  -0.25
62 C -2.482 -0.638 8.070  -0.08
63 H -1.593 -2.572 4.425  0.07
64 H -2.030 -4.059 5.268  0.07
65 H -2.875 -2.566 5.649  0.06
66 H 0.045 -3.265 6.184  0.11
67 H -1.205 -3.132 7.413  0.10
68 H 0.975 -0.024 7.298  0.11
69 H 1.508 -1.631 6.917  0.10
70 H 0.054 -0.753 9.452  0.05
71 H 1.656 -1.442 9.278  0.07
72 H 0.246 -2.461 9.025  0.07
73 H -2.264 -0.409 5.954  0.10
74 H -1.228 0.629 6.863  0.11
75 H -2.756 -1.688 8.185  0.07
76 H -3.410 -0.069 7.982  0.07
77 H -1.993 -0.305 8.985  0.05
78 C -1.810 3.967 -2.097  -0.09
79 C -2.310 5.404 -2.107  -0.27
80 N -2.194 6.062 -0.819  -0.20
81 C -2.927 7.315 -0.742  -0.25
82 C -2.485 8.465 -1.653  -0.09
83 C -0.864 6.074 -0.232  -0.25
84 C 0.274 6.706 -1.041  -0.08
85 H -2.308 3.393 -1.314  0.08
86 H -2.030 3.493 -3.055  0.07
87 H -0.732 3.900 -1.945  0.05
88 H -3.366 5.384 -2.391  0.12
89 H -1.786 5.955 -2.903  0.10
90 H -2.925 7.663 0.295  0.11
91 H -3.978 7.096 -0.962  0.11
92 H -1.560 8.925 -1.307  0.05
93 H -3.248 9.247 -1.651  0.07
94 H -2.351 8.146 -2.688  0.07
95 H -0.584 5.040 -0.009  0.10
96 H -0.915 6.556 0.748  0.11
97 H 0.269 6.389 -2.085  0.07
98 H 1.235 6.405 -0.616  0.07
99 H 0.242 7.794 -1.010  0.05



Record 2
C8H10CrN2O3 | wB97M-V/def2-TZVPD

Output
net charge: -1
relative energy (zero: lowest compared OMol25 entry of this formula, charge and spin): 0.0 kcal per mole
orbital gap (alpha / beta): 6.71 / 6.84 eV
spin multiplicity: 4
HOMO level (alpha / beta): -3.6144 / -3.7083 eV

Each line ends with the natural charge from an NBO analysis.
Element x y z (Å)
1 C 0.997 -1.701 -1.434  -0.27
2 C -0.424 -1.597 -1.699  -0.36
3 C -1.124 -2.116 -0.531  -0.36
4 C -0.123 -2.493 0.443  -0.24
5 C 1.168 -2.265 -0.127  -0.32
6 Cr -0.117 -0.184 -0.035  1.11
7 C -1.106 1.606 -0.387  -0.70
8 C 0.267 2.256 -0.700  0.23
9 C 0.421 3.394 -1.465  -0.68
10 N 1.141 1.395 -0.213  -0.87
11 H -2.199 -2.270 -0.444  0.24
12 H -0.870 -1.356 -2.660  0.24
13 H -0.303 -2.961 1.404  0.26
14 H 2.107 -2.535 0.338  0.23
15 H 1.793 -1.549 -2.158  0.23
16 H -1.810 1.568 -1.224  0.19
17 H 2.135 1.624 -0.110  0.37
18 H -1.536 1.948 0.574  0.23
19 H -0.475 3.736 -1.981  0.19
20 H 1.409 3.813 -1.665  0.18
21 O 0.005 -1.056 4.236  -0.51
22 N -0.323 -0.073 3.535  0.72
23 O -0.250 1.096 3.969  -0.48
24 O -0.784 -0.279 2.334  -0.61



Record 3
C7H10ErN2O2 | wB97M-V/def2-TZVPD

Output
net charge: -1
relative energy (zero: lowest compared OMol25 entry of this formula, charge and spin): 0.0 kcal per mole
orbital gap (alpha / beta): 7.03 / 7.07 eV
spin multiplicity: 4
HOMO level (alpha / beta): -3.8151 / -3.8472 eV

Each line ends with the natural charge from an NBO analysis.
Element x y z (Å)
1 C -0.478 0.962 -2.012  -0.33
2 C 0.932 1.107 -1.786  -0.34
3 C 1.115 2.041 -0.711  -0.38
4 C -0.182 2.475 -0.281  -0.35
5 C -1.166 1.798 -1.073  -0.35
6 Er -0.046 -0.034 0.260  1.54
7 N -1.627 -1.228 -0.316  -1.08
8 C -0.294 -2.214 -0.514  -0.35
9 C 1.137 -1.775 -0.543  -0.95
10 H 2.074 2.413 -0.346  0.22
11 H 1.726 0.629 -2.359  0.23
12 H -0.382 3.224 0.488  0.23
13 H -2.247 1.929 -1.008  0.23
14 H -0.941 0.351 -2.786  0.23
15 H 1.542 -1.751 -1.560  0.20
16 H -0.407 -2.980 0.291  0.18
17 H -2.502 -1.763 -0.264  0.36
18 H 1.757 -2.386 0.115  0.21
19 H -0.516 -2.661 -1.511  0.19
20 O 0.036 -0.900 4.058  -0.41
21 N 0.064 -0.700 2.870  0.33
22 O -0.320 0.480 2.427  -0.61



Record 4
H2O5P2 | wB97M-V/def2-TZVPD

Output
net charge: -2
relative energy (zero: lowest compared OMol25 entry of this formula, charge and spin): 56.5 kcal per mole
orbital gap: 7.82 eV
HOMO level: -0.7028 eV

Each line ends with the natural charge from an NBO analysis.
Element x y z (Å)
1 O 2.712 -2.023 -1.468  -1.20
2 O 4.455 -1.341 0.202  -1.19
3 O -0.266 1.834 1.570  -1.18
4 O -0.289 0.837 -1.083  -1.00
5 O 1.703 1.904 0.197  -1.15
6 P 1.151 1.258 1.361  1.37
7 P 3.404 -0.897 -0.728  1.40
8 H 0.331 0.077 -1.283  0.47
9 H 0.166 1.356 -0.433  0.48



Record 5
C23H26BGeN5RhS3 | wB97M-V/def2-TZVPD

Output
net charge: +3
relative energy (zero: lowest compared OMol25 entry of this formula, charge and spin): 0.0 kcal per mole
orbital gap (alpha / beta): 7.25 / 5.17 eV
spin multiplicity: 5
HOMO level (alpha / beta): -16.8052 / -16.9170 eV

Each line ends with the natural charge from an NBO analysis.
Element x y z (Å)
1 Rh -0.358 -0.250 -0.269  0.77
2 C -1.566 -4.052 1.510  -0.42
3 N -0.232 -3.451 1.424  -0.30
4 C 0.929 -4.155 1.306  0.00
5 C 1.950 -3.252 1.342  -0.03
6 N 1.416 -2.004 1.479  -0.46
7 B 2.225 -0.692 1.747  0.18
8 N 3.368 -0.581 0.657  -0.43
9 C 4.674 -0.625 0.923  0.10
10 C 5.378 -0.342 -0.256  0.08
11 N 4.473 -0.132 -1.214  -0.28
12 C 4.783 0.243 -2.603  -0.42
13 C 3.209 -0.261 -0.667  0.20
14 S 1.795 -0.064 -1.525  0.08
15 C 0.067 -2.137 1.539  0.17
16 S -1.038 -0.834 1.840  0.09
17 H -1.713 -4.710 0.657  0.24
18 H -2.308 -3.260 1.503  0.24
19 H -1.646 -4.617 2.436  0.25
20 H 0.941 -5.229 1.226  0.27
21 H 3.011 -3.425 1.287  0.25
22 H 2.770 -0.740 2.805  0.01
23 H 1.510 0.270 1.600  -0.04
24 H 5.062 -0.842 1.905  0.28
25 H 6.441 -0.290 -0.428  0.28
26 H 5.030 1.301 -2.640  0.25
27 H 3.916 0.037 -3.223  0.24
28 H 5.624 -0.356 -2.941  0.26
29 Ge -0.340 2.312 0.370  1.41
30 C -1.203 1.880 -1.291  -0.62
31 C -2.551 1.485 -1.369  -0.16
32 C -3.185 1.376 -2.593  -0.20
33 C -2.483 1.659 -3.757  -0.10
34 C -1.143 2.052 -3.708  -0.21
35 C -0.504 2.144 -2.492  -0.11
36 C -1.179 2.786 1.986  -0.56
37 C -2.489 2.414 2.318  -0.13
38 C -3.055 2.862 3.494  -0.21
39 C -2.320 3.683 4.348  -0.11
40 C -1.018 4.050 4.033  -0.19
41 C -0.442 3.594 2.859  -0.15
42 H 1.097 2.787 0.195  -0.11
43 H -3.118 1.310 -0.461  0.23
44 H -4.229 1.095 -2.642  0.25
45 H -2.982 1.591 -4.715  0.26
46 H -0.620 2.302 -4.621  0.25
47 H 0.531 2.469 -2.454  0.22
48 H -3.080 1.791 1.657  0.20
49 H -4.069 2.588 3.750  0.25
50 H -2.769 4.040 5.265  0.25
51 H -0.456 4.688 4.699  0.25
52 H 0.576 3.880 2.622  0.23
53 S -2.171 -2.730 -3.774  0.61
54 C -3.362 -2.472 -2.577  -0.42
55 C -2.839 -1.776 -1.539  -0.06
56 N -1.512 -1.449 -1.690  -0.56
57 C -1.041 -1.893 -2.836  -0.16
58 H -4.367 -2.843 -2.693  0.29
59 H -3.365 -1.482 -0.643  0.24
60 H -0.022 -1.746 -3.162  0.24



Record 6
C4H9NO3 | wB97M-V/def2-TZVPD

Output
relative energy (zero: lowest compared OMol25 entry of this formula, charge and spin): 56.2 kcal per mole
structure (SMILES): COC(N)=O.CC=O
orbital gap: 10.61 eV
HOMO level: -9.9548 eV

Each line ends with the natural charge from an NBO analysis.
Element x y z (Å)
1 C -0.595 -1.159 1.279  -0.26
2 O -0.968 0.141 0.841  -0.59
3 C -1.852 0.273 -0.424  0.93
4 N -1.827 -0.795 -1.270  -0.84
5 O -2.634 1.170 -0.425  -0.57
6 H -0.424 -1.109 2.355  0.20
7 H 0.371 -1.411 0.831  0.16
8 H -1.286 -1.964 1.029  0.19
9 H -0.935 -1.255 -1.379  0.41
10 H -2.302 -0.606 -2.140  0.40
11 C 2.305 0.817 0.236  -0.72
12 C 0.948 1.098 -0.334  0.47
13 O 0.469 0.354 -1.220  -0.61
14 H 2.438 -0.239 0.465  0.23
15 H 2.497 1.440 1.110  0.22
16 H 3.064 1.074 -0.505  0.25
17 H 0.731 2.173 -0.449  0.14



Record 7
C27H39CdN7O13P | wB97M-V/def2-TZVPD

Output
net charge: -2
relative energy (zero: lowest compared OMol25 entry of this formula, charge and spin): 20.4 kcal per mole
orbital gap (alpha / beta): 4.59 / 5.66 eV
spin multiplicity: 2
HOMO level (alpha / beta): -0.4759 / -1.5404 eV

Each line ends with the Löwdin spin population.
Element x y z (Å)
1 Cd -1.099 -0.802 -0.523  0.00
2 O -0.192 -1.584 2.491  0.00
3 C -0.171 -0.891 3.725  0.00
4 C -1.555 -0.933 4.345  0.00
5 C -2.600 -0.123 3.575  0.00
6 C -2.409 1.355 3.720  0.00
7 C -3.255 2.105 4.545  0.00
8 C -3.044 3.462 4.695  0.00
9 C -1.981 4.048 4.022  0.00
10 C -1.194 3.234 3.224  0.00
11 N -1.393 1.930 3.067  0.00
12 H 0.731 -1.553 2.174  0.00
13 H 0.147 0.150 3.571  0.00
14 H 0.551 -1.359 4.409  0.00
15 H -1.500 -0.582 5.384  0.00
16 H -1.884 -1.975 4.368  0.00
17 H -3.592 -0.386 3.949  0.00
18 H -2.576 -0.407 2.523  0.00
19 H -4.074 1.610 5.050  0.00
20 H -3.697 4.054 5.325  0.00
21 H -1.770 5.106 4.103  0.00
22 H -0.361 3.652 2.671  0.00
23 O -3.976 -6.273 0.507  0.00
24 C -3.405 -5.214 0.318  0.00
25 C -3.686 -3.910 1.027  0.00
26 O -4.486 -3.744 1.937  0.00
27 C -2.794 -2.917 0.416  0.00
28 C -1.933 -3.560 -0.515  0.00
29 O -0.994 -2.947 -1.142  0.00
30 C -2.279 -4.966 -0.654  0.00
31 O -1.771 -5.802 -1.396  0.00
32 O -2.757 -1.677 0.683  0.00
33 N -0.497 2.604 0.264  0.00
34 N -1.739 3.162 -0.097  0.04
35 C -2.623 2.470 -0.916  0.12
36 N -3.637 3.272 -1.417  0.05
37 N -2.440 1.207 -1.141  -0.03
38 N -3.355 0.485 -1.860  0.37
39 O -4.454 0.983 -2.293  0.20
40 O -2.973 -0.703 -2.167  0.22
41 H -0.638 2.003 1.073  0.00
42 H -0.154 1.993 -0.476  0.00
43 H -1.633 4.120 -0.404  0.01
44 H -4.023 3.866 -0.694  0.01
45 H -4.326 2.637 -1.848  0.00
46 C 5.185 0.489 1.290  0.00
47 C 4.102 1.560 1.228  0.00
48 C 3.577 1.889 2.621  0.00
49 C 4.635 2.816 0.549  0.00
50 O 3.007 1.150 0.398  0.00
51 P 2.275 -0.287 0.483  0.00
52 O 2.374 -0.870 1.849  0.00
53 O 0.920 -0.010 -0.110  0.00
54 O 3.174 -1.221 -0.456  0.00
55 C 3.195 -1.303 -1.894  0.00
56 C 2.152 -2.320 -2.323  0.00
57 C 2.948 0.053 -2.537  0.00
58 C 4.600 -1.803 -2.221  0.00
59 H 6.015 0.851 1.902  0.00
60 H 5.558 0.266 0.290  0.00
61 H 4.794 -0.427 1.728  0.00
62 H 4.388 2.265 3.251  0.00
63 H 3.146 1.000 3.074  0.00
64 H 2.803 2.654 2.550  0.00
65 H 5.442 3.258 1.139  0.00
66 H 3.832 3.544 0.442  0.00
67 H 5.016 2.577 -0.444  0.00
68 H 1.157 -1.961 -2.078  0.00
69 H 2.307 -3.269 -1.813  0.00
70 H 2.206 -2.483 -3.403  0.00
71 H 1.958 0.429 -2.283  0.00
72 H 3.003 -0.058 -3.622  0.00
73 H 3.701 0.775 -2.217  0.00
74 H 4.782 -2.754 -1.723  0.00
75 H 5.348 -1.084 -1.883  0.00
76 H 4.709 -1.943 -3.299  0.00
77 O -0.230 0.071 -2.791  0.00
78 N -0.717 -0.439 -3.876  0.00
79 C -1.158 -1.720 -3.927  0.00
80 C -1.678 -2.226 -5.099  0.00
81 C -1.778 -1.432 -6.230  0.00
82 C -1.330 -0.122 -6.152  0.00
83 C -0.805 0.349 -4.971  0.00
84 H -1.060 -2.299 -3.015  0.00
85 H -2.018 -3.252 -5.091  0.00
86 H -2.204 -1.820 -7.145  0.00
87 H -1.391 0.551 -6.997  0.00
88 H -0.449 1.354 -4.812  0.00



Record 8
C21H47FN7O8 | wB97M-V/def2-TZVPD

Output
net charge: -1
orbital gap: 2.81 eV
HOMO level: -1.2517 eV

Each line ends with the Löwdin charge.
Element x y z (Å)
1 O 1.539 7.832 0.460  -0.02
2 C 0.634 8.506 -0.070  -0.29
3 O -0.233 7.930 -0.991  -0.08
4 C -1.539 8.636 -0.991  -0.19
5 C -2.476 7.845 0.028  -0.36
6 N -3.817 8.441 0.217  -0.23
7 F -3.941 9.657 -0.525  -0.34
8 H 0.597 9.614 0.191  0.15
9 H -1.363 9.692 -0.607  0.11
10 H -1.932 8.631 -2.065  0.13
11 H -2.616 6.777 -0.388  0.09
12 H -1.888 7.789 1.023  0.09
13 C 3.246 3.735 -1.050  -0.36
14 O 2.116 3.817 -1.493  0.00
15 N 3.684 4.331 0.090  -0.20
16 C 5.045 4.187 0.558  -0.07
17 C 2.753 5.141 0.861  -0.03
18 H 4.029 3.148 -1.560  0.13
19 H 5.034 3.732 1.552  0.09
20 H 5.510 5.174 0.614  0.09
21 H 5.625 3.556 -0.117  0.08
22 H 1.906 4.521 1.166  0.10
23 H 2.383 5.955 0.233  0.06
24 H 3.242 5.553 1.743  0.09
25 C 1.204 -0.820 0.858  -0.34
26 O 1.556 -1.991 0.846  -0.02
27 N 1.064 -0.030 -0.240  -0.19
28 C 0.642 1.357 -0.151  -0.04
29 C 1.345 -0.588 -1.548  -0.05
30 H 0.966 -0.298 1.799  0.13
31 H -0.280 1.484 -0.723  0.10
32 H 1.423 1.991 -0.574  0.05
33 H 0.464 1.649 0.885  0.09
34 H 0.686 -1.441 -1.725  0.08
35 H 2.380 -0.936 -1.576  0.08
36 H 1.189 0.162 -2.324  0.09
37 C -0.731 -6.914 -0.082  -0.37
38 O -1.474 -7.708 -0.630  0.00
39 N 0.093 -6.039 -0.720  -0.19
40 C 0.953 -5.119 0.003  -0.05
41 C 0.113 -6.025 -2.169  -0.04
42 H -0.670 -6.844 1.017  0.12
43 H 0.693 -4.096 -0.274  0.07
44 H 1.993 -5.318 -0.268  0.09
45 H 0.836 -5.238 1.081  0.08
46 H -0.889 -5.797 -2.538  0.10
47 H 0.404 -7.014 -2.533  0.09
48 H 0.817 -5.278 -2.533  0.04
49 C 2.910 -4.111 -3.089  -0.34
50 O 2.071 -3.332 -2.687  0.01
51 N 3.948 -3.799 -3.912  -0.20
52 C 4.910 -4.791 -4.346  -0.06
53 C 4.093 -2.430 -4.367  -0.04
54 H 2.892 -5.176 -2.802  0.12
55 H 5.907 -4.490 -4.017  0.09
56 H 4.890 -4.854 -5.437  0.09
57 H 4.676 -5.771 -3.928  0.08
58 H 4.206 -1.773 -3.501  0.09
59 H 3.194 -2.135 -4.913  0.10
60 H 4.964 -2.333 -5.015  0.09
61 C -3.645 -3.216 3.836  -0.33
62 O -3.071 -2.155 3.991  0.00
63 N -3.188 -4.255 3.086  -0.20
64 C -3.928 -5.493 2.955  -0.06
65 C -1.919 -4.119 2.396  -0.03
66 H -4.615 -3.424 4.316  0.13
67 H -3.315 -6.317 3.328  0.09
68 H -4.162 -5.660 1.901  0.09
69 H -4.858 -5.454 3.525  0.08
70 H -1.132 -3.924 3.129  0.10
71 H -1.975 -3.272 1.708  0.10
72 H -1.687 -5.027 1.842  0.06
73 C -4.372 2.663 2.123  -0.35
74 O -3.923 3.410 2.967  0.02
75 N -4.456 1.307 2.240  -0.21
76 C -5.005 0.476 1.192  -0.07
77 C -3.977 0.682 3.458  -0.05
78 H -4.761 3.041 1.163  0.13
79 H -5.867 -0.072 1.584  0.08
80 H -4.242 -0.234 0.861  0.08
81 H -5.323 1.080 0.341  0.08
82 H -4.534 1.082 4.309  0.09
83 H -2.919 0.920 3.590  0.10
84 H -4.105 -0.396 3.413  0.05